Entry 1:
131
Properties=species:S:1:pos:R:3:forces:R:3 method="wB97M-V/def2-TZVPD" s_squared=3.79 charge=+1 homo_energy_ha="-0.2869 / -0.3889" spin_multiplicity=4 de_lowest_kcal_mol=0.0 lumo_ev="-2.776 / -4.202"
Ge -0.548 1.412 2.088 -0.9 1.9 2.0
Ti 0.128 -0.216 0.275 -0.9 -2.7 1.1
S 1.937 -2.758 2.490 0.2 -0.2 0.2
S -0.450 -5.007 4.438 -0.1 0.2 0.0
S -1.053 -3.363 1.173 -0.2 -0.3 0.2
P 0.515 -2.053 -2.168 -0.1 -0.6 -0.3
P -1.983 -0.254 -2.023 -0.4 -0.3 -0.1
Si 0.174 0.894 4.374 -0.4 -0.2 0.2
Si -3.016 1.417 1.892 -0.2 -0.3 0.1
Si 0.210 3.715 1.927 0.2 0.2 -0.2
O 1.852 0.388 0.805 1.8 0.4 1.0
O 7.131 3.976 -0.119 -0.5 -0.3 0.1
O 0.711 1.134 -0.858 -0.4 0.7 -1.5
O 6.361 2.639 1.396 -0.1 0.3 -0.5
O 2.358 4.232 -4.050 1.8 0.3 0.7
O 0.600 -1.889 -0.655 0.4 -0.5 -0.7
O -1.640 -0.155 -0.537 -1.5 0.2 -1.2
O 4.404 5.036 -3.965 -1.5 -1.1 0.8
N 3.476 4.357 -3.498 -0.6 1.4 -2.8
N 6.264 3.248 0.338 1.1 0.0 0.8
C 3.696 0.254 -4.461 0.0 0.0 0.0
C 1.838 1.189 -0.221 1.8 1.3 -0.2
C -1.439 0.886 -4.473 0.0 0.0 0.1
C 1.972 0.342 4.534 -0.2 0.0 -0.2
C -0.108 2.356 5.542 0.0 0.0 -0.4
C 0.914 -3.743 -2.641 -0.2 0.1 0.0
C -1.155 2.340 -2.568 0.0 -0.1 0.1
C 0.041 -4.774 -2.285 0.0 0.1 0.0
C 2.480 -0.009 -5.077 0.0 0.0 -0.1
C -1.030 1.910 -5.309 0.0 0.0 -0.1
C -1.250 -1.821 -2.642 0.5 0.6 0.2
C -5.760 -1.536 -1.420 0.0 0.0 0.0
C 3.676 3.657 -2.288 -0.6 -1.7 2.1
C 2.038 -3.681 4.070 -0.2 0.2 -0.3
C 1.701 -4.076 1.268 -0.2 0.2 0.3
C 2.917 -0.803 -2.449 -0.1 0.0 0.2
C -1.132 -0.380 4.902 0.3 0.1 -0.1
C 4.068 2.188 0.064 1.4 0.8 -0.1
C 0.766 -3.725 4.914 -0.1 -0.3 -0.2
C 1.481 -0.670 -4.385 -0.1 0.0 0.1
C -4.518 0.401 -2.993 0.0 0.0 0.0
C 2.356 -5.340 -3.713 0.0 -0.1 0.0
C 2.663 2.797 -1.823 1.1 1.0 -0.8
C 2.877 2.065 -0.647 -0.9 -0.6 0.1
C -3.763 -0.432 -2.174 0.2 0.0 -0.1
C 2.012 3.645 2.509 -0.2 0.1 -0.1
C -3.591 -0.389 2.034 0.0 0.3 -0.1
C -1.904 -4.071 3.829 0.2 -0.2 0.0
C 4.867 3.805 -1.583 0.3 0.4 -0.2
C -0.784 4.887 3.035 0.0 -0.3 0.0
C -1.462 1.086 -3.092 -0.2 -0.1 0.1
C -5.897 0.261 -3.022 -0.1 0.0 0.0
C 2.074 -4.030 -3.357 0.0 0.1 0.0
C 1.680 -1.026 -3.054 -0.1 -0.1 0.0
C -3.667 2.356 3.402 0.3 0.0 -0.2
C 5.040 3.080 -0.415 -1.6 -0.8 -0.1
C -0.647 3.134 -4.776 0.0 -0.1 0.0
C -3.694 2.290 0.355 0.3 -0.2 0.2
C 3.921 -0.164 -3.158 0.1 0.1 0.0
C -0.730 3.354 -3.409 0.0 0.0 -0.1
C 0.331 -6.079 -2.642 -0.1 0.0 0.0
C 0.047 4.390 0.168 0.1 -0.1 0.2
C 1.489 -6.362 -3.355 0.0 0.1 0.0
C -4.384 -1.404 -1.387 0.1 0.0 0.0
C 0.280 -4.624 1.173 -0.1 0.2 -0.2
C -6.515 -0.706 -2.241 0.0 0.0 0.0
C -2.227 -4.146 2.338 0.4 0.2 -0.1
H 4.244 1.623 0.967 0.0 0.0 0.0
H 3.099 -1.150 -1.437 0.0 0.1 0.0
H -1.412 -1.952 -3.711 0.0 0.0 0.0
H 3.251 -5.561 -4.278 0.0 0.0 0.0
H -1.750 -0.061 -4.900 0.0 0.0 0.0
H -0.326 5.879 3.014 0.1 0.0 -0.1
H 0.450 5.402 0.100 0.0 0.0 0.1
H -0.865 -0.903 5.822 0.0 0.0 0.0
H 2.751 -3.234 -3.640 0.0 -0.1 0.0
H -4.529 -0.554 1.500 0.0 0.0 0.0
H -3.291 1.933 4.335 0.0 0.0 0.0
H 2.394 -4.684 3.842 0.1 0.0 0.1
H -2.839 -1.063 1.625 0.0 -0.1 0.0
H -0.350 -6.874 -2.371 0.0 0.0 0.0
H 0.557 -0.924 -4.885 -0.1 0.1 0.0
H -3.157 -3.597 2.175 -0.1 -0.1 0.0
H 0.181 -5.219 0.265 0.0 0.0 0.0
H -4.767 2.110 0.252 0.0 0.0 0.1
H -1.814 4.993 2.685 0.0 0.0 0.0
H -2.375 -5.176 2.012 -0.1 0.0 0.0
H -6.253 -2.278 -0.806 0.0 0.0 0.0
H 2.019 -3.641 0.326 0.0 0.0 -0.1
H 0.076 -5.252 2.031 0.0 -0.1 0.0
H -4.758 2.296 3.419 0.0 0.0 0.0
H 2.390 -4.887 1.507 0.0 -0.1 0.0
H 4.883 0.013 -2.694 0.0 0.0 0.0
H 2.319 0.292 -6.103 0.0 0.0 0.0
H -0.994 1.743 -6.378 0.0 0.0 0.0
H 5.635 4.476 -1.938 0.0 0.0 0.0
H -1.091 2.806 5.390 0.0 0.0 0.0
H -1.006 4.432 -0.125 0.0 0.0 0.0
H -0.813 4.558 4.074 0.0 0.0 -0.1
H -1.293 -1.100 4.100 0.0 -0.1 0.0
H -2.085 0.122 5.085 0.0 0.1 0.0
H -0.435 4.312 -3.002 0.0 0.0 0.0
H 1.713 -7.383 -3.635 0.0 0.0 0.0
H 4.472 0.778 -5.004 0.0 0.0 0.0
H -1.776 -3.042 4.145 -0.1 0.1 0.0
H 2.075 3.796 3.589 0.0 0.0 0.0
H 2.632 4.405 2.030 0.0 0.1 0.0
H -3.756 -0.656 3.081 0.1 0.1 0.0
H -6.493 0.910 -3.648 0.0 0.0 0.0
H 0.588 3.770 -0.548 0.0 0.0 0.0
H -3.217 1.944 -0.560 0.0 0.0 0.0
H -1.216 2.502 -1.502 0.1 0.0 0.0
H 1.751 2.682 -2.387 0.0 0.0 0.0
H -3.544 3.369 0.429 0.0 0.0 0.0
H -7.590 -0.817 -2.275 0.0 0.0 0.0
H 2.443 2.670 2.284 0.0 0.0 0.0
H -1.783 -2.610 -2.105 0.0 0.0 0.0
H -0.070 1.995 6.573 0.0 -0.1 0.0
H 1.040 -3.975 5.939 0.0 0.1 0.0
H -3.388 3.411 3.376 0.0 0.0 0.0
H 0.268 -2.760 4.910 0.0 0.1 0.1
H 2.610 1.210 4.710 0.0 0.0 0.0
H -0.860 -4.551 -1.725 0.0 -0.1 0.0
H 2.813 -3.163 4.636 0.0 -0.1 0.0
H -0.276 3.918 -5.422 0.0 0.0 0.0
H -3.783 -2.040 -0.746 -0.1 0.0 0.1
H -4.034 1.158 -3.597 0.0 0.0 0.0
H -2.755 -4.491 4.368 0.0 0.1 0.0
H 0.643 3.140 5.432 0.0 0.0 0.0
H 2.331 -0.144 3.627 0.0 0.0 0.0
H 2.119 -0.343 5.372 -0.1 0.0 0.0

Entry 2:
129
Properties=species:S:1:pos:R:3:forces:R:3 method="wB97M-V/def2-TZVPD" charge=+1 homo_energy_ha="-0.3563 / -0.3563" lumo_ev="-5.198 / -5.201"
Pt -0.317 0.523 -0.432 1.0 2.4 0.4
Br 2.219 0.900 -2.204 0.2 -0.2 0.1
S 1.192 3.600 -4.308 -0.6 -0.4 0.8
S -1.951 2.837 -3.802 0.5 0.2 -0.4
P -1.044 -2.092 1.943 0.0 -0.1 0.0
Si -0.098 -1.960 -2.738 0.5 -0.4 -0.1
O -0.591 -1.269 0.734 0.3 -0.4 0.1
O 2.535 4.014 -4.048 0.1 0.0 -0.1
O 0.921 2.518 -5.222 0.2 0.0 -0.2
O 1.401 3.657 3.850 -0.1 -0.1 -0.1
O -1.051 1.633 1.099 -0.6 -1.7 -0.6
N 1.098 1.778 1.892 -0.3 -0.5 0.5
N -1.061 2.316 -1.400 0.9 -0.6 -0.3
N 0.604 3.137 -2.819 0.0 0.4 -0.3
N -2.156 8.213 -5.847 -0.1 0.0 0.0
N 1.524 1.282 0.708 -0.3 -0.4 -0.2
C -4.742 -0.720 0.477 0.0 0.0 0.0
C -0.420 4.989 -6.010 0.0 0.0 0.0
C -0.663 -0.795 4.503 0.0 0.0 0.0
C 0.077 -0.936 5.843 0.0 0.0 0.0
C -1.346 7.161 -5.511 0.1 -0.1 0.0
C 1.379 -1.364 3.158 0.1 0.0 0.0
C -2.676 3.226 4.475 0.0 0.0 0.0
C -1.381 -3.299 -3.045 -0.1 0.2 0.1
C -0.071 -1.773 3.478 -0.1 0.0 0.0
C 3.298 0.481 -0.717 0.0 -0.2 -0.1
C -1.508 -4.456 0.412 -0.1 0.1 0.0
C -3.698 0.140 1.174 0.1 0.0 0.0
C 0.263 -6.272 0.356 0.0 0.0 0.0
C -0.514 3.877 5.281 -0.1 0.0 0.0
C 4.951 -0.778 -3.163 0.0 0.0 0.0
C 1.345 -2.494 -1.666 -0.2 -0.1 0.0
C -3.266 -0.423 2.524 0.0 0.0 0.0
C 0.548 -1.466 -4.428 0.0 0.1 0.1
C -1.877 3.739 5.483 0.0 0.0 0.0
C -0.663 -5.387 -0.461 0.1 0.0 0.1
C -0.676 7.145 -4.276 0.0 0.0 -0.1
C 0.106 6.070 -3.919 0.1 0.0 0.0
C -1.190 6.073 -6.379 0.0 0.1 0.0
C -0.157 2.486 1.722 0.8 0.8 -0.1
C 1.217 -5.364 1.114 0.0 0.0 0.0
C 7.619 -1.192 -2.490 0.0 0.0 0.0
C 2.042 -0.630 4.328 0.1 0.0 0.0
C -0.893 -3.928 1.743 0.1 0.1 -0.2
C -1.085 -0.467 -2.029 -1.0 0.9 0.5
C 4.527 -0.053 -0.768 -0.1 0.0 0.2
C -2.805 -1.888 2.437 0.0 0.0 0.0
C -2.431 2.156 -1.411 -1.0 0.1 -0.2
C 0.468 -4.552 2.168 0.1 0.1 0.1
C -0.618 2.778 -2.636 0.1 -0.1 0.0
C 6.722 -0.752 -1.534 0.0 0.0 0.0
C -3.864 -2.707 1.683 0.0 -0.1 0.0
C 0.054 3.488 4.076 0.1 -0.1 -0.1
C -3.060 2.379 -2.577 -0.1 -0.3 0.7
C 1.578 -1.206 5.657 0.0 0.0 0.0
C -4.196 -2.133 0.311 0.0 0.0 0.0
C 5.378 -0.526 -1.853 0.0 -0.1 -0.1
C 0.224 4.983 -4.780 0.0 0.0 -0.1
C 2.748 0.948 0.539 0.0 -0.1 0.0
C 5.851 -1.224 -4.115 0.0 0.0 0.0
C -0.726 2.923 3.065 -0.3 0.0 0.0
C 7.184 -1.427 -3.787 0.0 0.0 0.0
C -2.098 2.832 3.280 0.1 -0.1 -0.1
H 1.976 -2.248 2.922 0.0 0.1 0.0
H 1.056 -2.676 -0.631 0.0 0.0 0.0
H -4.771 -2.670 2.296 0.0 0.0 0.0
H 1.461 -0.872 -4.377 -0.1 0.0 0.0
H 0.266 -5.219 3.010 0.0 0.0 0.0
H 7.064 -0.574 -0.522 0.0 0.0 0.0
H -5.654 -0.757 1.083 0.0 0.0 0.0
H 1.789 0.430 4.295 0.0 0.2 0.0
H -3.287 -2.092 -0.301 -0.1 0.0 0.0
H 1.143 -3.789 2.554 -0.1 -0.2 0.0
H -0.311 4.140 -6.673 0.0 0.0 0.0
H -2.933 1.893 -0.495 0.1 0.0 0.0
H 5.001 -0.124 0.210 0.0 0.0 0.0
H -3.745 3.133 4.616 0.0 0.0 0.0
H -2.487 0.212 2.940 0.0 0.0 0.0
H -5.022 -0.290 -0.487 0.1 0.0 0.0
H 1.796 2.185 2.498 0.1 0.3 -0.1
H -0.072 -0.017 6.414 0.0 0.0 0.0
H 0.637 6.074 -2.976 0.0 0.0 0.0
H -2.311 4.049 6.424 0.0 0.0 0.0
H -2.101 -0.779 -1.772 0.1 -0.3 -0.1
H 1.777 -2.282 5.671 0.0 0.0 0.0
H 1.997 -5.937 1.618 0.0 0.0 0.0
H -1.721 -0.976 4.679 -0.1 0.0 0.0
H -1.677 6.086 -7.346 0.0 0.0 0.0
H 7.881 -1.773 -4.539 0.0 0.0 0.0
H -2.762 -2.304 3.452 0.0 0.0 0.0
H -0.052 -4.805 -1.149 0.1 0.0 -0.1
H -1.822 -3.605 -0.193 -0.1 0.0 0.0
H -2.101 9.062 -5.316 0.0 0.0 0.0
H -2.809 0.200 0.543 -0.2 0.0 0.0
H -2.419 -4.999 0.664 0.0 0.0 0.0
H 0.801 -6.966 -0.291 0.0 0.0 0.0
H -0.376 -1.743 6.424 0.0 0.0 0.0
H -0.573 0.224 4.123 0.0 0.1 0.0
H 0.117 4.299 6.056 0.0 0.0 0.0
H 1.382 -0.741 2.269 0.0 0.1 -0.1
H 5.507 -1.413 -5.124 0.0 0.0 0.0
H 3.446 1.036 1.372 0.0 0.1 0.0
H 3.921 -0.633 -3.444 0.0 0.0 0.0
H 2.113 -1.723 -1.669 0.0 0.0 0.0
H -0.185 -0.899 -5.006 0.0 0.0 0.0
H -4.068 1.158 1.320 0.0 0.0 0.0
H -4.907 -2.778 -0.208 0.0 0.0 0.0
H 1.720 -4.699 0.405 0.0 0.0 0.0
H -0.060 -2.763 3.955 -0.1 0.1 0.0
H -2.708 2.434 2.480 0.0 0.1 0.1
H 0.007 3.388 1.108 0.0 -0.1 -0.1
H -0.765 7.995 -3.610 0.0 0.0 0.0
H -1.340 -5.982 -1.077 0.0 0.0 0.0
H 3.127 -0.701 4.227 0.0 0.0 0.0
H 8.655 -1.352 -2.225 0.0 0.0 0.0
H 2.142 -0.779 6.487 0.0 0.0 0.0
H -3.588 -3.757 1.623 0.0 0.0 0.0
H 0.776 -2.377 -4.990 0.0 0.0 0.0
H -0.913 -4.193 -3.463 0.0 0.0 0.0
H -2.099 -2.929 -3.781 0.0 0.0 0.0
H -1.158 0.257 -2.844 -0.2 0.0 0.0
H -1.596 -4.221 2.531 0.0 0.1 0.0
H -1.942 -3.595 -2.160 0.0 0.0 0.0
H -0.313 -6.877 1.066 0.0 0.0 0.0
H -2.464 8.307 -6.798 0.0 0.0 0.0
H 1.800 -3.400 -2.074 0.0 0.0 0.0
H -4.118 2.284 -2.756 0.0 0.1 0.0
H 1.801 4.101 4.604 0.0 0.0 0.0
H -4.113 -0.389 3.218 0.0 0.0 0.0

Number 1: molar mass 1147.92 g mol⁻¹. Number 2: molar mass 1179.25 g mol⁻¹.